--- i ---
{
  "formula": "C3H6O2",
  "method": "ωB97M-V/def2-TZVPD",
  "symbols": ["C", "O", "C", "C", "O", "H", "H", "H", "H", "H", "H"],
  "xyz": [[1.503, 0.429, 0.876], [0.708, -0.423, 0.056], [-0.644, -0.134, -0.008], [-1.331, -0.467, -1.232], [-1.750, -1.106, -0.038], [1.716, 1.409, 0.414], [1.036, 0.596, 1.852], [2.461, -0.080, 1.016], [-1.937, 0.287, -1.721], [-0.947, 0.654, 0.674], [-0.814, -1.164, -1.890]],
  "nbo_charge": [-0.2514, -0.5242, 0.3305, -0.1356, -0.4972, 0.1730, 0.1745, 0.2011, 0.1754, 0.1643, 0.1896],
  "smiles": "CO[C@H]1CO1",
  "e_homo_ev": -9.84,
  "gap_ev": 10.87,
  "lumo_ev": 1.037
}

***

--- ii ---
{
  "formula": "C3H6O2",
  "method": "ωB97M-V/def2-TZVPD",
  "symbols": ["C", "C", "C", "H", "H", "H", "H", "H", "H", "O", "O"],
  "xyz": [[0.003, 0.030, 1.255], [-0.351, -1.063, 0.236], [0.361, 0.550, -0.976], [-1.042, 0.456, 1.587], [0.660, -0.262, 2.103], [-1.195, -1.814, 0.426], [0.485, -1.796, 0.093], [0.115, 1.410, -1.654], [1.283, 0.026, -1.381], [-0.682, -0.361, -0.939], [0.634, 0.970, 0.406]],
  "nbo_charge": [-0.0998, -0.1214, 0.2118, 0.1685, 0.2023, 0.2047, 0.1669, 0.1809, 0.1361, -0.5061, -0.5440],
  "smiles": "C1COCO1",
  "e_homo_ev": -9.90,
  "gap_ev": 10.94,
  "lumo_ev": 1.034
}

***

Stability order, top to bottom: ii, i